(1)
C5H11O3Pt | the ωB97M-V functional and the def2-TZVPD basis

Cartesian coordinates (Å):
O (-1.864, -0.467, -1.527)
C (-2.310, -0.599, -0.232)
C (-2.067, 0.676, 0.580)
O (-0.742, 1.182, 0.359)
C (0.304, 0.800, 1.237)
C (1.180, -0.247, 0.585)
O (1.492, 0.208, -0.727)
C (2.507, -0.545, -1.375)
Pt (-0.217, 0.884, -1.568)
H (-1.815, -1.446, 0.297)
H (-3.404, -0.792, -0.157)
H (-2.217, 0.526, 1.660)
H (-2.716, 1.477, 0.200)
H (-0.086, 0.415, 2.189)
H (0.888, 1.709, 1.435)
H (0.671, -1.221, 0.519)
H (2.104, -0.367, 1.170)
H (2.453, -0.316, -2.445)
H (3.492, -0.255, -0.982)
H (2.348, -1.622, -1.218)

Electronic energy = -14745.7661 eV
Lowest unoccupied orbital energy (alpha / beta) = 0.0196 / 0.0053 Eh
2S+1 = 4
ΔE to the lowest compared entry with this formula, charge and spin = 0.0 kcal/mol



(2)
H2N2O5Si | the ωB97M-V functional and the def2-TZVPD basis

Cartesian coordinates (Å):
N (-2.173, 0.256, 0.269)
N (0.848, -1.592, -0.072)
O (1.907, -2.109, 0.215)
O (-3.113, 0.063, -0.406)
O (-0.213, -2.114, -0.305)
O (-1.426, 1.409, -0.105)
O (-0.237, 1.506, 0.597)
Si (1.103, 0.676, 0.107)
H (1.348, 0.625, -1.271)
H (1.957, 1.280, 0.969)

Electronic energy = -21119.0297 eV
Lowest unoccupied orbital energy (alpha / beta) = -0.0209 / -0.0209 Eh
ΔE to the lowest compared entry with this formula, charge and spin = 87.0 kcal/mol